No. 1
Density functional theory data (wB97M-V/def2-TZVPD) for a structure of composition C42H63BF6NO2PPdSSb.

Summary:
Energy (hartree): -3575.26351
⟨S²⟩: 8.8392
HOMO-LUMO gap (alpha / beta) (eV): 6.28 / 6.14
Highest occupied orbital energy (alpha / beta) (eV): -6.008 / -8.983
Multiplicity: 6
F_max (eV Å⁻¹): 1.2

Last column: Mulliken charge in e.
Positions of all 119 atoms, in Å:
Sb1 3.67 0.85 -3.02  1.9750
Pd1 0.41 0.64 -0.36  -0.8513
S1 -2.54 4.15 1.60  -0.5339
P1 -0.84 -1.05 -1.87  -0.7552
F1 5.02 1.26 -4.24  -0.5411
F2 3.43 -0.89 -3.68  -0.5744
F3 4.88 0.16 -1.78  -0.5362
F4 3.75 2.53 -2.22  -0.5934
F5 2.34 1.43 -4.22  -0.5871
F6 2.21 0.50 -1.79  0.0041
O1 2.96 -0.69 1.25  -0.1870
O2 1.84 1.01 2.30  -0.6692
N1 -0.96 1.99 1.39  0.8014
C1 -1.30 3.23 -0.69  1.4629
C2 3.26 1.28 2.50  1.5031
C3 5.29 -0.03 1.62  -1.9126
C4 -1.55 3.04 0.62  0.1346
C5 3.89 -1.02 3.42  -1.7468
C6 -1.68 0.20 7.01  -1.8375
C7 -3.07 0.29 -0.82  0.8526
C8 -5.41 -0.28 -1.59  -1.0065
C9 -1.21 2.15 2.67  -1.1577
C10 -1.04 -1.02 -3.69  0.6840
C11 3.65 2.35 1.50  -1.9619
C12 -0.71 -3.90 -2.30  -0.7638
C13 1.90 -3.97 -0.72  -0.6433
C14 0.32 -0.45 5.68  -1.6454
C15 -3.56 -2.00 -1.86  -1.1513
C16 -0.50 0.74 6.18  2.0231
C17 0.40 1.62 7.07  -1.5648
C18 -0.51 3.76 -3.34  -0.3661
C19 0.03 2.65 -2.67  -0.0757
C20 -4.62 -1.16 -2.58  -0.3603
C21 -2.52 -1.12 -1.12  0.7578
C22 0.95 -5.18 -0.89  -0.9050
C23 -2.05 3.27 3.01  1.0714
C24 -1.65 0.27 -4.26  -0.1330
C25 0.31 -0.78 -5.85  -0.8932
C26 -2.08 0.03 -5.71  -1.1516
C27 1.40 -2.74 -1.51  -0.3653
C28 0.24 -5.11 -2.24  -0.8597
C29 3.45 1.77 3.92  -1.6127
C30 -0.38 2.36 -1.40  -0.3447
C31 -1.47 4.57 -2.72  -1.0377
C32 -1.09 -0.89 -6.46  -0.8427
C33 -1.04 1.59 5.03  0.0835
C34 0.31 -1.30 -4.40  0.0797
C35 -0.72 1.32 3.73  0.7688
C36 -2.36 3.55 4.33  -1.4700
C37 3.90 -0.10 2.21  1.2752
C38 -1.86 2.72 5.32  -0.2748
C39 -0.14 -2.71 -1.49  -0.0284
C40 0.41 -0.87 1.25  -1.3375
C41 -1.87 4.33 -1.44  -1.4501
C42 -4.54 0.20 -0.41  -1.2108
B1 1.74 -0.13 1.53  2.8685
H1 -2.97 0.95 -1.69  0.0243
H2 -2.59 4.98 -0.96  0.4728
H3 2.90 -4.23 -1.08  0.5417
H4 0.66 -1.04 6.54  0.4965
H5 -5.29 -1.82 -3.12  0.5591
H6 -1.07 -0.64 -7.52  0.5229
H7 -1.90 5.41 -3.27  0.3953
H8 -2.10 2.95 6.35  0.4405
H9 -2.34 -0.42 6.40  0.3950
H10 3.54 2.00 0.47  0.0999
H11 -4.07 -2.63 -1.12  0.5617
H12 -0.87 -3.63 -3.35  -0.0072
H13 -0.49 -0.69 1.83  0.3724
H14 1.23 2.03 6.49  0.2282
H15 -0.90 1.05 -4.21  -0.3801
H16 -0.05 0.51 3.49  -0.2224
H17 0.49 -1.90 0.90  0.1707
H18 -1.68 -4.18 -1.89  0.3983
H19 0.78 2.04 -3.16  0.2869
H20 0.64 0.26 -5.88  0.1827
H21 -5.82 0.58 -2.13  0.3860
H22 4.17 -2.03 3.09  0.4047
H23 0.99 -5.04 -3.04  0.3087
H24 1.21 -0.12 5.13  0.0070
H25 -0.46 -2.86 -0.46  1.0782
H26 -2.31 -1.58 -0.15  0.8149
H27 -4.89 1.16 -0.05  0.4441
H28 -1.74 -1.84 -3.90  0.9587
H29 0.20 -5.19 -0.09  0.3212
H30 3.06 2.79 4.01  0.4659
H31 -0.33 -6.02 -2.43  0.5482
H32 -3.08 -0.40 -5.73  0.2324
H33 0.52 -2.37 -4.39  0.4133
H34 5.59 -1.03 1.29  0.4455
H35 4.61 -0.70 4.18  0.3565
H36 -2.28 1.01 7.45  0.3472
H37 -3.09 -2.69 -2.56  0.3249
H38 -6.26 -0.85 -1.21  0.3746
H39 2.90 -1.08 3.87  0.2299
H40 -1.43 -1.93 -6.40  0.3175
H41 -0.27 -1.10 5.03  0.3798
H42 -2.48 0.75 -0.03  -0.7133
H43 4.51 1.78 4.18  0.3602
H44 1.13 -0.82 -3.85  -0.6849
H45 -4.62 -0.50 0.43  0.3853
H46 2.92 1.14 4.63  0.1420
H47 2.00 -3.72 0.34  0.0144
H48 -0.18 3.97 -4.36  0.5056
H49 0.81 1.02 7.89  0.4622
H50 -1.30 -0.41 7.83  0.4535
H51 1.75 -2.79 -2.54  0.6496
H52 -2.50 0.62 -3.68  0.2083
H53 5.35 0.63 0.77  0.3354
H54 1.51 -6.11 -0.80  0.4841
H55 1.83 -1.83 -1.09  -0.5913
H56 2.99 3.22 1.64  0.4826
H57 1.03 -1.35 -6.43  0.5907
H58 -2.98 4.40 4.58  0.4174
H59 5.99 0.30 2.39  0.3454
H60 -4.13 -0.54 -3.33  -0.2372
H61 -0.16 2.45 7.50  0.3603
H62 4.68 2.67 1.65  0.4083
H63 -2.15 1.00 -6.22  0.5171



No. 2
Density functional theory data (wB97M-V/def2-TZVPD) for a cluster of 2 separate species, C2H8N4O in total.

Summary:
Energy (hartree): -375.26022
HOMO-LUMO gap (eV): 10.14
Highest occupied orbital energy (eV): -9.320
Energy relative to the best compared isomer or geometry (same formula, charge and spin) (kJ/mol): 121.8
SMILES: NC(N)N=C=O.N
F_max (eV Å⁻¹): 2.1

Last column: Mulliken charge in e.
Positions of all 15 atoms, in Å:
O1 1.13 -2.16 -0.18  -0.4872
N1 0.19 0.03 -0.19  -0.4193
N2 2.79 -0.05 0.21  -0.6990
N3 -1.47 1.63 0.12  -0.6155
N4 -2.12 -0.68 0.00  -0.6649
C1 -1.19 0.35 -0.46  0.0072
C2 0.78 -1.04 -0.18  0.7949
H1 2.29 0.87 0.13  0.2772
H2 3.23 -0.23 1.10  0.2068
H3 -2.44 1.87 -0.05  0.2647
H4 -1.99 -0.85 0.99  0.2482
H5 -1.99 -1.55 -0.50  0.2519
H6 3.43 -0.23 -0.56  0.2195
H7 -1.32 0.43 -1.55  0.3775
H8 -1.32 1.61 1.12  0.2381



No. 3
Density functional theory data (wB97M-V/def2-TZVPD) for a cluster of 2 separate species, C4H9O in total.

Summary:
Energy (hartree): -232.74660
⟨S²⟩: 0.7509
HOMO-LUMO gap (alpha / beta) (eV): 2.70 / 6.02
Highest occupied orbital energy (alpha / beta) (eV): 4.720 / 1.490
Multiplicity: 2
Energy relative to the best compared isomer or geometry (same formula, charge and spin) (kJ/mol): 270.8
Net charge: -2
F_max (eV Å⁻¹): 3.7

Last column: Mulliken charge in e.
Positions of all 14 atoms, in Å:
O1 -0.36 0.80 2.07  -1.0207
C1 0.54 -0.39 -1.00  -4.7345
C2 -0.35 -0.65 0.14  1.0680
C3 -0.22 -1.70 1.21  -1.8725
C4 0.22 -0.25 1.52  0.1999
H1 -1.17 4.34 -2.31  -0.1834
H2 0.27 -0.71 -2.03  1.5189
H3 1.46 -1.02 -0.75  0.2923
H4 -0.45 4.25 -2.25  0.1010
H5 1.24 -0.35 1.94  0.5257
H6 0.47 -2.51 1.14  0.7513
H7 -1.18 -2.21 1.58  0.2763
H8 -1.36 -0.24 0.01  0.5311
H9 0.89 0.63 -1.24  0.5468



No. 4
Density functional theory data (wB97M-V/def2-TZVPD) for an isolated molecule of C2H7N3OS.

Summary:
Energy (hartree): -717.99878
HOMO-LUMO gap (eV): 9.22
Highest occupied orbital energy (eV): -9.319
Energy relative to the best compared isomer or geometry (same formula, charge and spin) (kJ/mol): 202.5
SMILES: CN(N)C(=O)NS
F_max (eV Å⁻¹): 4.9

Last column: Mulliken charge in e.
Positions of all 14 atoms, in Å:
S1 0.69 1.66 -2.00  -0.1385
O1 -1.53 -1.26 -0.76  -0.6045
N1 0.63 0.99 1.17  -0.7735
N2 0.05 -0.20 0.65  0.4264
N3 -0.74 0.88 -1.08  -0.4293
C1 -0.87 -0.29 -0.39  0.5251
C2 0.28 -1.46 1.24  -0.8050
H1 1.18 1.54 0.40  0.2478
H2 0.45 -2.39 0.39  0.2163
H3 -0.56 -1.64 1.84  0.3110
H4 -0.12 1.56 1.27  0.2854
H5 -1.58 1.05 -1.63  0.3214
H6 0.87 0.74 -2.93  0.1580
H7 1.26 -1.19 1.82  0.2591



No. 5
Density functional theory data (wB97M-V/def2-TZVPD) for a structure of composition C5H5MgNO4.

Summary:
Energy (hartree): -748.73224
HOMO-LUMO gap (eV): 8.50
Highest occupied orbital energy (eV): -18.782
Energy relative to the best compared isomer or geometry (same formula, charge and spin) (kJ/mol): 0.0
Net charge: +2
F_max (eV Å⁻¹): 7.3

Last column: Mulliken charge in e.
Positions of all 16 atoms, in Å:
Mg1 -1.55 0.20 -0.11  1.1587
O1 -0.52 1.32 2.96  -0.0755
O2 -0.90 -1.93 -0.16  -0.6049
O3 -1.07 2.43 -2.65  0.0070
O4 3.97 -0.25 -0.26  -0.1276
N1 0.00 -3.06 1.59  -0.3015
C1 -0.58 0.96 1.85  0.3004
C2 2.87 0.09 -0.22  0.1337
C3 -1.56 -4.20 0.09  -0.9641
C4 -0.93 1.67 -1.83  0.2524
C5 -0.79 -3.00 0.50  0.8133
H1 0.19 -3.89 2.12  0.2365
H2 -1.33 -4.44 -0.94  0.3160
H3 -2.62 -3.96 0.09  0.2903
H4 -1.41 -5.07 0.68  0.3707
H5 0.57 -2.25 1.74  0.1947



No. 6
Density functional theory data (wB97M-V/def2-TZVPD) for an isolated molecule of C4H5NOS.

Summary:
Energy (hartree): -683.51252
HOMO-LUMO gap (eV): 8.28
Highest occupied orbital energy (eV): -7.692
Energy relative to the best compared isomer or geometry (same formula, charge and spin) (kJ/mol): 250.5
F_max (eV Å⁻¹): 3.9

Last column: Mulliken charge in e.
Positions of all 12 atoms, in Å:
S1 -0.44 -1.69 0.15  -0.1189
O1 -0.37 2.45 0.31  -0.4074
N1 -2.70 -0.13 -0.25  -0.4939
C1 1.12 0.57 -0.33  -0.5036
C2 -1.52 -0.37 -0.03  0.2146
C3 1.13 -0.76 0.41  -0.6023
C4 -0.07 1.35 0.03  0.3509
H1 -3.39 -0.87 -0.32  0.2390
H2 1.05 0.38 -1.40  0.2978
H3 1.26 -0.62 1.49  0.3398
H4 1.92 -1.42 0.05  0.3581
H5 2.04 1.11 -0.10  0.3259